Entry from OMol25: an isolated molecule of C9H9N3S in a non-equilibrium geometry (ωB97M-V/def2-TZVPD).

```
22
C9H9N3S (ωB97M-V/def2-TZVPD)
C -1.37 0.99 -1.03
C 0.08 1.13 -0.86
C 0.75 1.95 -1.94
C 0.83 0.80 0.23
S 2.17 1.68 0.74
C 2.15 0.83 2.29
N 1.27 -0.08 2.35
C 0.48 -0.22 1.21
C -0.36 -1.29 0.84
C -0.68 -2.46 1.61
N -1.16 -3.42 0.84
C -1.20 -2.85 -0.43
N -0.77 -1.54 -0.47
H -1.81 1.81 -1.48
H -2.05 0.80 -0.13
H -1.77 0.14 -1.57
H 1.32 2.80 -1.58
H -0.04 2.37 -2.62
H 1.61 1.48 -2.41
H 2.82 1.02 3.06
H -0.58 -2.62 2.61
H -1.67 -3.34 -1.26
```

Summary:
E_tot = -910.71112 a.u.
strongest force on any atom = 0.079 Eh/bohr
total charge = 0



Entry from OMol25: a structure of composition C42H37BIIrN7O3 (ωB97M-V/def2-TZVPD).

```
92
C42H37BIIrN7O3 (ωB97M-V/def2-TZVPD)
Ir -0.12 0.36 -0.28
C 2.81 0.82 -4.86
C 2.60 0.30 -3.48
C 3.41 -0.55 -2.77
C 2.81 -0.77 -1.54
N 1.64 -0.05 -1.49
N 1.56 0.59 -2.70
B 0.41 1.51 -3.10
N -0.92 0.77 -3.05
N -1.34 0.16 -1.91
C -2.59 -0.31 -2.13
C -2.89 -0.07 -3.48
C -1.83 0.61 -4.02
C -1.66 1.11 -5.41
C -3.58 -0.94 -1.23
C -3.27 -1.72 -0.12
C -4.25 -2.28 0.68
C -5.59 -2.08 0.38
C -5.93 -1.29 -0.71
C -4.94 -0.73 -1.50
N 0.34 2.65 -2.07
N 0.34 2.34 -0.75
C 0.29 3.53 -0.09
C 0.27 4.56 -1.01
C 0.29 3.96 -2.26
C 0.31 4.60 -3.61
C 0.36 3.73 1.35
C 1.18 2.72 2.10
C 1.25 2.93 3.65
C 0.82 4.25 4.16
C 0.15 5.10 3.38
C -0.13 4.80 1.97
C 3.45 -1.65 -0.54
C 4.75 -2.11 -0.76
C 5.37 -2.94 0.15
C 4.71 -3.33 1.31
C 3.42 -2.90 1.53
C 2.81 -2.06 0.61
H 3.76 0.47 -5.24
H 2.03 0.47 -5.53
H 2.81 1.91 -4.88
H 4.33 -0.98 -3.13
H 0.61 1.95 -4.18
H -3.77 -0.39 -4.01
H -2.56 0.90 -5.98
H -1.48 2.19 -5.43
H -0.82 0.63 -5.91
H -2.23 -1.92 0.10
H -3.96 -2.90 1.52
H -6.36 -2.52 1.00
H -6.96 -1.11 -0.95
H -5.25 -0.09 -2.32
H 0.30 5.62 -0.80
H 0.37 5.68 -3.50
H 1.15 4.26 -4.20
H -0.61 4.38 -4.16
H 2.14 2.54 1.60
H 2.19 2.58 4.07
H 1.05 4.50 5.19
H -0.17 6.05 3.76
H -0.72 5.52 1.41
H 5.30 -1.83 -1.65
H 6.38 -3.29 -0.04
H 5.20 -3.99 2.02
H 2.89 -3.24 2.41
H 1.79 -1.74 0.70
O 0.20 -5.46 1.35
C -0.55 -4.61 2.03
C -1.08 -5.05 3.25
C -1.87 -4.22 4.01
C -2.15 -2.91 3.59
C -1.63 -2.47 2.40
C -0.82 -3.29 1.60
C -0.23 -2.81 0.34
O 0.46 -3.51 -0.38
O -0.45 -1.54 0.01
H 0.49 -5.03 0.51
H -0.87 -6.06 3.56
H -2.28 -4.59 4.94
H -2.80 -2.27 4.19
H -1.87 -1.47 2.05
I -2.18 1.33 1.00
C 0.53 1.44 2.45
C 0.12 1.76 3.83
C 0.23 0.64 4.75
C 0.62 -0.56 4.27
C 0.78 -0.74 2.87
N 0.83 0.25 1.97
H -0.83 2.30 3.92
H -0.04 0.77 5.79
H 0.70 -1.43 4.90
H 0.93 -1.74 2.51
```

Summary:
E_tot = -2658.08455 a.u.
strongest force on any atom = 0.018 Eh/bohr
total charge = +2
multiplicity = 2
<S²> = 0.757



Entry from OMol25: a cluster of 5 separate species, C17H26Cl16O6S2 in total (ωB97M-V/def2-TZVPD).

```
67
C17H26Cl16O6S2 (ωB97M-V/def2-TZVPD)
C -2.70 1.61 1.97
O -1.84 1.65 3.08
C -1.77 0.44 3.82
C -0.40 -0.22 3.67
C -0.11 -0.56 2.22
C 1.25 -1.21 2.02
C 1.56 -1.66 0.58
C 0.94 -0.81 -0.52
C 1.47 0.64 -0.50
C 1.63 1.23 -1.91
C 0.27 1.56 -2.54
O 0.05 2.97 -2.78
S -0.31 3.86 -1.48
O -1.31 3.16 -0.71
O 1.05 3.63 -0.57
C 2.29 3.68 -1.29
C 3.36 4.14 -0.30
S 3.50 3.14 1.17
O 4.27 1.97 0.86
O 3.96 3.99 2.23
C 2.64 2.37 -2.01
H -3.68 1.21 2.22
H -2.83 2.62 1.60
H -2.29 1.01 1.14
H -2.53 -0.26 3.44
H -1.97 0.67 4.87
H 0.34 0.50 4.03
H -0.36 -1.12 4.28
H -0.13 0.38 1.66
H -0.91 -1.18 1.81
H 1.28 -2.11 2.66
H 2.04 -0.57 2.40
H 1.28 -2.71 0.46
H 2.65 -1.62 0.44
H 1.19 -1.27 -1.47
H -0.15 -0.83 -0.44
H 2.43 0.65 0.01
H 0.79 1.27 0.06
H 2.05 0.42 -2.52
H -0.56 1.13 -1.98
H 0.23 1.10 -3.53
H 2.23 4.49 -2.02
H 3.20 5.16 0.02
H 4.33 4.02 -0.79
H 2.22 2.78 1.45
H 2.75 2.62 -3.07
H 3.61 1.98 -1.69
C -2.98 0.64 -5.29
Cl -2.37 2.27 -5.01
Cl -2.13 -0.50 -4.24
Cl -4.71 0.59 -4.94
Cl -2.72 0.19 -6.98
C -3.72 -4.22 -3.35
Cl -2.00 -4.20 -3.74
Cl -4.43 -5.76 -3.82
Cl -3.92 -3.99 -1.61
Cl -4.52 -2.89 -4.20
C -2.64 -2.03 7.24
Cl -3.72 -0.68 7.59
Cl -0.97 -1.53 7.50
Cl -3.02 -3.39 8.30
Cl -2.85 -2.52 5.56
C 1.95 -5.58 -3.01
Cl 3.66 -5.60 -3.42
Cl 1.22 -7.14 -3.39
Cl 1.75 -5.24 -1.29
Cl 1.14 -4.32 -3.94
```

Summary:
E_tot = -9274.12409 a.u.
strongest force on any atom = 0.019 Eh/bohr
total charge = 0



Entry from OMol25: the ion C5H10NO with charge +1 in a non-equilibrium geometry (ωB97M-V/def2-TZVPD).

```
17
C5H10NO (ωB97M-V/def2-TZVPD)
O 1.38 2.98 -0.48
C 0.37 2.20 0.00
N -0.35 1.32 -1.09
C 0.45 0.33 -0.27
C -0.45 -0.63 0.42
C -0.68 -2.00 -0.31
C 0.19 -1.97 0.99
H 1.94 3.62 0.05
H -0.18 2.47 0.82
H 0.08 1.79 -1.93
H -1.34 1.17 -1.03
H 1.45 0.13 -0.55
H -1.23 -0.02 1.00
H -0.21 -2.37 -1.19
H -1.63 -2.45 -0.15
H -0.24 -2.21 2.01
H 1.19 -2.04 1.03
```

Summary:
E_tot = -326.09755 a.u.
strongest force on any atom = 0.112 Eh/bohr
total charge = +1